Computed, not measured: 2 unconnected molecules or ions with the total composition C28H29N4O at a distorted geometry, with wB97M-V/def2-TZVPD.

Summary:
Gap between HOMO and LUMO: 0.236 hartree
Charge: +1
Energy above the lowest of the compared OMol25 structures with the same formula, charge and spin: 0.0 kJ/mol
LUMO level: -4.1 eV

```
62
Properties=species:S:1:pos:R:3:forces:R:3
O 0.014390 5.518875 -6.114917 -0.1 -0.5 0.3
N -2.344335 -3.532383 1.308303 0.8 0.5 -0.5
N -0.240904 3.751740 -3.983775 -0.4 -0.5 0.5
N -0.103688 1.398715 -0.554389 0.1 0.1 0.6
N 3.609195 -0.949814 2.053014 -1.3 0.9 -0.7
C -3.919086 -0.420359 3.495393 0.5 0.1 -0.4
C 4.035234 -3.201288 3.109280 -0.2 -0.3 0.1
C 0.719487 4.279937 -6.180141 -0.2 0.2 -0.3
C 4.949476 -0.398047 2.077525 0.4 0.4 -0.2
C -0.308018 3.571308 -1.540289 0.2 -0.6 0.3
C 1.834162 -2.316699 2.433055 0.8 0.1 -0.1
C -0.195854 2.725155 -0.431401 -0.3 0.1 -1.1
C 2.515993 -0.300028 1.565914 0.7 -0.9 0.6
C -2.736119 -0.286671 2.748688 -0.7 0.0 0.4
C 0.956297 3.660027 -4.812208 0.2 0.5 0.1
C -3.111835 -2.536347 1.920670 0.8 0.2 0.4
C 1.984360 -4.448028 3.543002 -0.2 0.6 -0.2
C -1.028248 -1.681798 1.388088 -0.7 -1.0 -0.2
C 3.383519 -4.352094 3.580667 0.1 0.5 -0.3
C -1.118163 -3.036576 0.979220 -0.5 0.7 1.0
C 1.205424 -3.419668 2.986587 0.2 -0.8 0.4
C -0.207981 2.987721 -2.811724 0.0 0.1 -0.5
C -0.070128 0.832884 -1.762569 0.1 0.8 -0.6
C -4.312853 -2.666197 2.606145 -0.3 0.5 0.3
C -0.917878 5.041321 -3.933609 0.4 0.0 -0.3
C 1.368230 -1.106789 1.750926 -0.2 -0.4 -0.1
C -4.691768 -1.594010 3.428373 0.2 -0.3 -0.5
C -2.322534 -1.363640 1.977022 -0.1 -0.6 -0.2
C -2.746635 -4.916955 1.146039 0.1 -0.4 -0.3
C -0.078136 1.591584 -2.931611 0.0 -0.2 0.8
C 0.060399 -0.793761 1.380336 0.9 0.0 0.2
C -1.205476 5.425383 -5.377231 0.3 0.3 -0.1
C 3.240624 -2.201985 2.559181 -0.7 -0.2 0.1
H -0.194977 3.149872 0.571117 0.0 -0.2 -0.1
H -1.887029 4.669210 -5.812323 0.2 0.3 0.0
H -2.694701 -5.197470 0.086338 -0.2 0.0 0.3
H -0.027055 1.111148 -3.905156 -0.1 0.2 0.2
H -0.038838 -0.259257 -1.805269 0.0 0.3 0.1
H 1.493874 -5.328308 3.957880 0.1 0.2 -0.1
H 1.215806 2.603248 -4.931658 0.1 0.3 0.0
H 3.967553 -5.177210 3.980041 -0.1 0.2 0.0
H -5.598081 -1.672960 4.025995 0.2 0.0 -0.2
H -0.292588 5.808646 -3.441077 -0.2 0.0 -0.2
H -1.863647 4.933808 -3.388049 0.2 0.0 0.0
H -0.405018 4.647586 -1.410912 0.0 -0.3 -0.1
H 5.116727 -3.086351 3.148306 -0.2 -0.2 0.1
H 1.685175 4.538144 -6.637601 -0.3 -0.3 0.0
H 2.586209 0.675414 1.089708 0.0 -0.3 0.2
H 0.122667 -3.471623 2.995977 0.2 -0.2 0.0
H 5.226029 -0.067693 1.067911 0.0 -0.2 0.3
H 1.803881 4.184652 -4.324677 -0.2 -0.2 0.0
H -4.913720 -3.569128 2.502166 0.1 0.3 0.3
H 5.006152 0.473591 2.747967 -0.1 -0.4 -0.1
H -3.771083 -5.031663 1.508458 0.3 -0.1 -0.2
H -0.361178 -3.647311 0.497198 -0.2 0.1 0.1
H -2.114462 0.606457 2.769671 -0.3 -0.1 0.2
H -4.239960 0.387690 4.152654 0.1 -0.2 -0.2
H -1.644813 6.429208 -5.437684 0.0 -0.4 0.0
H -2.079794 -5.587277 1.708638 -0.3 0.3 -0.1
H 0.171851 3.553986 -6.810934 0.1 0.3 0.1
H -0.130138 0.230631 1.070704 -0.1 0.1 0.2
H 5.644016 -1.168561 2.421063 -0.1 0.3 -0.1
```
Positions in Å, forces in eV/Å.